[1]
Density functional theory data (wB97M-V/def2-TZVPD) for 2 unconnected molecules or ions with the total composition C17H21NO4.

```
43
Properties=species:S:1:pos:R:3:forces:R:3
C -1.132 -3.522 1.912 -2.159 1.778 -4.189
H -1.032 -3.486 2.912 0.617 0.293 3.361
O -0.268 -2.324 1.378 -2.664 -4.050 1.351
C -0.217 -2.231 0.038 0.082 0.558 -3.622
C -0.757 -3.207 -1.077 -0.416 -1.158 17.524
C -0.624 -2.821 -2.209 1.175 2.199 -5.594
C 0.062 -1.740 -2.453 4.251 7.178 -9.941
C 0.636 -0.760 -1.757 -1.064 -1.513 5.876
C 0.401 -1.027 -0.389 1.017 -1.561 2.706
C 1.027 -0.210 0.802 0.405 2.518 -3.587
C 1.125 1.457 0.362 3.207 -6.177 1.325
C 2.297 1.760 -0.180 1.922 -3.360 2.667
N 3.484 0.592 -0.191 -1.580 14.250 -6.078
C 3.501 -0.375 0.548 1.540 -10.714 2.897
O 4.410 -1.225 0.235 -1.433 0.954 2.399
C 2.219 -0.759 1.519 2.977 -1.907 -3.277
H 2.237 -1.960 1.625 -0.044 3.039 -0.336
H 2.462 -0.293 2.432 -0.235 0.527 1.339
H 4.404 1.149 -0.643 -3.120 -2.946 1.616
C 2.726 3.063 -0.483 0.823 2.107 -4.330
H 1.827 3.639 -0.747 0.227 0.079 0.812
H 3.364 3.581 0.217 0.158 -0.083 0.264
H 3.199 3.044 -1.534 0.176 0.026 1.453
C -0.088 2.138 0.418 3.457 10.261 -7.295
O -0.075 3.436 -0.283 -1.212 -6.288 4.626
O -1.036 1.381 0.493 -5.774 -3.497 1.790
C -2.384 1.807 0.352 2.949 11.478 -4.940
C -3.334 1.389 1.203 -4.046 -7.152 6.225
H -4.437 1.640 1.284 1.756 0.799 -0.848
H -3.004 1.206 2.341 -0.416 0.837 -2.419
H -3.415 0.303 0.855 -0.523 0.233 0.771
C -2.836 1.941 -1.242 -0.525 -3.896 5.616
H -3.762 2.442 -1.213 -1.120 0.327 -0.298
H -2.117 2.411 -1.730 3.102 2.228 -2.239
H -2.851 0.874 -1.473 -0.582 0.120 -0.823
H -2.259 3.236 0.727 -0.100 -3.764 -1.317
H 0.267 -0.171 1.437 -3.114 0.130 3.053
H 1.211 0.121 -1.652 0.674 0.975 -2.541
H 0.302 -1.338 -3.644 -1.280 -2.081 2.581
H -1.087 -3.262 -2.923 -2.560 -3.055 -5.041
H -1.267 -3.989 -0.506 -0.165 -0.329 -1.492
H -2.353 -3.399 1.701 3.370 0.042 0.127
H -0.827 -4.509 1.538 0.247 0.597 -0.173
```
Positions in Å, forces in eV/Å.

Results
* largest force on an atom: 17.6 eV/Å
* Kohn-Sham gap: 7.828 eV
* energy relative to the best compared isomer or geometry (same formula, charge and spin): 368.4 kcal per mole
* multiplicity: 1

***

[2]
Density functional theory data (wB97M-V/def2-TZVPD) for 7 unconnected molecules or ions with the total composition C20H54O8.

```
82
Properties=species:S:1:pos:R:3:forces:R:3
C -6.544 0.073 -2.784 0.453 0.202 0.966
C -5.910 1.287 -3.434 -3.595 0.698 -1.290
C -6.699 2.638 -3.241 -0.126 -1.046 -0.860
O -4.653 1.470 -3.020 3.211 0.342 1.700
H -7.313 -0.374 -3.414 0.202 -0.131 0.136
H -6.940 0.283 -1.790 -0.457 0.400 -0.049
H -5.729 -0.595 -2.503 -0.046 -0.514 -0.684
H -5.857 1.062 -4.499 -0.431 0.098 -0.507
H -6.914 2.850 -2.194 0.434 0.149 -0.001
H -7.650 2.701 -3.771 -0.201 -0.539 0.023
H -6.126 3.399 -3.772 0.276 0.377 0.506
H -4.427 2.391 -3.165 0.283 -0.034 0.061
C 1.345 1.149 -9.378 0.603 -1.255 -0.935
C 1.378 0.682 -7.922 0.099 0.887 -0.637
C 2.261 -0.528 -7.708 0.627 -0.770 -0.134
O 1.922 1.799 -7.249 0.049 0.244 1.036
H 2.360 1.076 -9.769 0.402 0.368 0.256
H 0.999 2.154 -9.617 -0.251 -0.116 0.643
H 0.873 0.437 -10.054 -0.640 -0.058 0.224
H 0.386 0.531 -7.497 -0.310 -0.327 -0.348
H 3.326 -0.301 -7.669 0.073 0.641 -0.882
H 2.076 -1.247 -8.506 0.109 -0.238 0.121
H 2.243 -1.044 -6.748 -1.135 0.016 0.201
H 1.758 1.557 -6.334 0.376 0.606 0.464
C 2.003 1.091 1.753 1.184 -1.970 0.058
C 1.837 -0.115 0.767 0.119 1.821 0.313
C 0.737 -1.040 1.057 -1.494 -0.747 0.875
O 1.743 0.489 -0.498 0.174 -0.406 -1.187
H 1.862 2.072 1.300 -0.481 -0.203 0.194
H 3.077 0.959 1.886 0.117 0.923 0.791
H 1.497 0.874 2.694 -0.036 0.584 0.015
H 2.743 -0.718 0.831 0.213 0.183 -0.469
H 0.790 -1.942 0.448 0.061 -0.079 0.200
H -0.278 -0.653 0.970 0.006 0.495 -0.467
H 0.777 -1.247 2.126 0.229 -0.699 0.047
H 1.049 1.142 -0.384 -0.093 0.100 -0.375
C -3.298 0.580 8.630 -0.863 1.139 0.168
C -4.306 1.791 8.675 2.381 -0.139 -2.289
C -5.024 1.809 7.344 -0.510 -0.575 -0.743
O -5.253 1.760 9.646 -1.601 -0.270 2.330
H -2.624 0.516 9.485 -0.344 -0.109 0.164
H -2.671 0.667 7.742 -0.061 0.130 -0.021
H -3.917 -0.306 8.496 0.199 -0.227 0.289
H -3.848 2.755 8.896 1.369 -0.080 -0.885
H -4.388 1.576 6.490 0.067 0.310 -0.036
H -5.656 2.672 7.135 0.375 0.372 0.157
H -5.752 1.001 7.409 -0.001 -0.294 -0.057
H -5.329 2.709 9.771 -1.011 -0.258 0.922
C -4.161 -8.881 -3.348 2.148 1.153 -0.401
C -2.555 -8.808 -3.312 -1.450 -0.499 0.978
C -1.978 -7.924 -2.254 -0.631 0.897 0.886
O -2.091 -10.117 -3.036 0.549 -0.548 -0.973
H -4.452 -9.473 -4.216 -0.109 0.124 0.106
H -4.464 -7.838 -3.442 -0.540 -0.057 -0.233
H -4.611 -9.283 -2.441 0.358 -0.118 0.067
H -2.124 -8.369 -4.211 -0.321 -0.967 -0.697
H -2.252 -6.884 -2.430 -0.008 0.128 0.078
H -0.892 -7.976 -2.182 -0.050 -0.200 -0.219
H -2.407 -8.215 -1.296 0.077 0.111 0.331
H -2.217 -10.270 -2.097 -0.022 -0.021 0.077
C 6.145 8.234 -1.672 -1.024 -0.130 0.187
C 6.156 7.008 -2.565 0.172 -1.699 0.456
C 6.411 5.682 -1.845 1.099 -0.337 -0.340
O 4.923 6.895 -3.261 -0.608 1.256 -0.078
H 5.146 8.366 -1.258 -0.399 0.336 -0.600
H 6.458 9.046 -2.329 -0.178 0.456 0.708
H 6.675 8.173 -0.722 0.944 -0.218 -0.516
H 6.985 7.193 -3.248 0.000 -0.364 -0.470
H 7.486 5.530 -1.750 0.241 0.482 0.898
H 6.263 4.801 -2.470 -0.875 0.105 -0.387
H 5.879 5.531 -0.905 0.072 0.210 -0.029
H 4.769 6.043 -3.676 0.551 -0.100 0.170
O 4.304 -1.522 9.644 -1.027 0.196 -0.108
C 5.162 -1.324 8.539 0.431 -0.913 -0.389
C 5.034 -2.520 7.557 -0.313 0.197 0.790
O 5.180 -3.786 8.185 0.511 0.153 -0.200
H 4.099 -0.638 9.956 -0.229 -0.116 0.338
H 4.926 -0.432 7.960 -0.103 0.236 0.058
H 6.127 -1.203 9.030 0.640 -0.197 -0.872
H 5.738 -2.428 6.730 0.309 -0.098 0.250
H 4.047 -2.516 7.093 -0.228 0.448 -0.005
H 4.358 -3.985 8.640 0.008 0.097 0.136
```
Positions in Å, forces in eV/Å.

Results
* largest force on an atom: 3.9 eV/Å
* Kohn-Sham gap: 10.433 eV
* SMILES: CC(C)O.CC(C)O.CC(C)O.CC(C)O.CC(C)O.CC(C)O.OCCO
* energy relative to the best compared isomer or geometry (same formula, charge and spin): 106.9 kcal per mole
* multiplicity: 1

***

Which of these has the lowest energy relative to the best compared isomer or geometry (same formula, charge and spin)?
C20H54O8

***

Number 1 is which compound?
C17H21NO4

***

Copy entry 1 word for word.
Density functional theory data (wB97M-V/def2-TZVPD) for 2 unconnected molecules or ions with the total composition C17H21NO4.

```
43
Properties=species:S:1:pos:R:3:forces:R:3
C -1.132 -3.522 1.912 -2.159 1.778 -4.189
H -1.032 -3.486 2.912 0.617 0.293 3.361
O -0.268 -2.324 1.378 -2.664 -4.050 1.351
C -0.217 -2.231 0.038 0.082 0.558 -3.622
C -0.757 -3.207 -1.077 -0.416 -1.158 17.524
C -0.624 -2.821 -2.209 1.175 2.199 -5.594
C 0.062 -1.740 -2.453 4.251 7.178 -9.941
C 0.636 -0.760 -1.757 -1.064 -1.513 5.876
C 0.401 -1.027 -0.389 1.017 -1.561 2.706
C 1.027 -0.210 0.802 0.405 2.518 -3.587
C 1.125 1.457 0.362 3.207 -6.177 1.325
C 2.297 1.760 -0.180 1.922 -3.360 2.667
N 3.484 0.592 -0.191 -1.580 14.250 -6.078
C 3.501 -0.375 0.548 1.540 -10.714 2.897
O 4.410 -1.225 0.235 -1.433 0.954 2.399
C 2.219 -0.759 1.519 2.977 -1.907 -3.277
H 2.237 -1.960 1.625 -0.044 3.039 -0.336
H 2.462 -0.293 2.432 -0.235 0.527 1.339
H 4.404 1.149 -0.643 -3.120 -2.946 1.616
C 2.726 3.063 -0.483 0.823 2.107 -4.330
H 1.827 3.639 -0.747 0.227 0.079 0.812
H 3.364 3.581 0.217 0.158 -0.083 0.264
H 3.199 3.044 -1.534 0.176 0.026 1.453
C -0.088 2.138 0.418 3.457 10.261 -7.295
O -0.075 3.436 -0.283 -1.212 -6.288 4.626
O -1.036 1.381 0.493 -5.774 -3.497 1.790
C -2.384 1.807 0.352 2.949 11.478 -4.940
C -3.334 1.389 1.203 -4.046 -7.152 6.225
H -4.437 1.640 1.284 1.756 0.799 -0.848
H -3.004 1.206 2.341 -0.416 0.837 -2.419
H -3.415 0.303 0.855 -0.523 0.233 0.771
C -2.836 1.941 -1.242 -0.525 -3.896 5.616
H -3.762 2.442 -1.213 -1.120 0.327 -0.298
H -2.117 2.411 -1.730 3.102 2.228 -2.239
H -2.851 0.874 -1.473 -0.582 0.120 -0.823
H -2.259 3.236 0.727 -0.100 -3.764 -1.317
H 0.267 -0.171 1.437 -3.114 0.130 3.053
H 1.211 0.121 -1.652 0.674 0.975 -2.541
H 0.302 -1.338 -3.644 -1.280 -2.081 2.581
H -1.087 -3.262 -2.923 -2.560 -3.055 -5.041
H -1.267 -3.989 -0.506 -0.165 -0.329 -1.492
H -2.353 -3.399 1.701 3.370 0.042 0.127
H -0.827 -4.509 1.538 0.247 0.597 -0.173
```
Positions in Å, forces in eV/Å.

Results
* largest force on an atom: 17.6 eV/Å
* Kohn-Sham gap: 7.828 eV
* energy relative to the best compared isomer or geometry (same formula, charge and spin): 368.4 kcal per mole
* multiplicity: 1

***

energy relative to the best compared isomer or geometry (same formula, charge and spin) of number 1 (C17H21NO4)?
368.4 kcal per mole